Entry from OMol25: an isolated ion of composition C2H3FN and charge +1 at a distorted geometry (ωB97M-V/def2-TZVPD).

Last columns: bonded neighbours and bond lengths (Å).
CARTESIAN COORDINATES (ANGSTROEM)
1 N 0.77 -0.38 0.40  C2 1.376, H5 1.059, H6 1.075, H7 1.066
2 C -0.44 0.05 -0.09  N1 1.376, C3 1.181
3 C -1.22 0.67 -0.72  C2 1.181, F4 1.270
4 F -2.21 1.14 -1.36  C3 1.270
5 H 1.60 -0.18 -0.23  N1 1.059
6 H 0.79 -1.42 0.68  N1 1.075
7 H 0.71 0.12 1.33  N1 1.066

SMILES: [NH3+]C#CF
Relative energy (zero: lowest compared OMol25 entry of this formula, charge and spin) (kJ/mol): 142.9
Energy (eV): -6318.945
Charge: +1
Orbital gap (eV): 11.52
Spin multiplicity: 1
LUMO (eV): -4.7889